Density functional theory data (wB97M-V/def2-TZVPD) for a molecular structure, C31H41BF2N3NiO3PS.

Last column: Mulliken spin population.
Geometry (Å):
Ni (-0.171, -1.040, 0.163)  1.667
F (-3.050, 3.106, -1.778)  0.001
C (-3.027, 1.936, -1.099)  0.009
C (-1.837, 1.252, -0.970)  -0.054
C (-1.796, 0.039, -0.285)  0.165
C (-2.991, -0.445, 0.286)  -0.077
C (-4.162, 0.297, 0.141)  0.021
F (-5.322, -0.118, 0.708)  0.001
C (-4.215, 1.486, -0.553)  -0.006
C (-2.892, -1.722, 1.035)  0.016
C (-3.965, -2.460, 1.546)  0.001
C (-3.718, -3.646, 2.212)  -0.001
C (-2.414, -4.093, 2.364)  0.001
C (-1.406, -3.320, 1.822)  -0.001
N (-1.634, -2.175, 1.185)  -0.012
H (-0.937, 1.686, -1.388)  -0.001
H (-5.136, 2.038, -0.656)  -0.001
H (-4.972, -2.103, 1.414)  0.000
H (-4.545, -4.223, 2.604)  0.000
H (-2.181, -5.017, 2.872)  0.000
H (-0.368, -3.627, 1.884)  0.009
C (0.808, 0.245, -5.687)  0.001
C (-0.682, -0.017, -5.525)  -0.001
C (-1.117, -0.074, -4.067)  0.008
N (-0.558, -1.217, -3.351)  0.020
C (-1.181, -2.129, -2.629)  0.012
S (-0.363, -3.197, -1.616)  0.029
N (-2.576, -2.213, -2.688)  0.016
C (-3.452, -2.278, -3.754)  0.005
O (-4.642, -2.142, -3.568)  0.002
C (-2.899, -2.551, -5.115)  -0.003
C (-3.547, -1.976, -6.203)  0.000
C (-3.101, -2.237, -7.488)  0.000
C (-2.026, -3.093, -7.688)  0.000
C (-1.398, -3.690, -6.604)  0.001
C (-1.829, -3.417, -5.314)  -0.003
H (1.093, 0.267, -6.739)  0.000
H (1.402, -0.536, -5.209)  -0.001
H (1.095, 1.198, -5.239)  0.000
H (-0.957, -0.943, -6.029)  0.000
H (-1.255, 0.781, -6.005)  -0.001
H (-2.201, -0.088, -3.970)  0.000
H (-0.763, 0.819, -3.548)  -0.004
H (0.442, -1.165, -3.146)  -0.016
H (-3.016, -2.359, -1.788)  -0.003
H (-4.397, -1.332, -6.023)  0.000
H (-3.596, -1.779, -8.334)  0.000
H (-1.682, -3.301, -8.693)  0.000
H (-0.573, -4.372, -6.762)  0.000
H (-1.343, -3.889, -4.470)  -0.001
C (1.952, 0.266, 2.834)  0.002
P (0.269, 0.261, 2.141)  0.077
C (-0.758, -0.084, 3.612)  0.010
C (-0.045, 2.032, 1.863)  0.008
H (2.031, 0.937, 3.691)  0.001
H (2.654, 0.562, 2.056)  0.001
H (2.223, -0.746, 3.135)  0.000
H (-0.549, 0.604, 4.433)  0.001
H (-0.576, -1.104, 3.950)  0.001
H (-1.813, -0.004, 3.342)  -0.001
H (0.235, 2.629, 2.733)  0.001
H (-1.102, 2.181, 1.640)  -0.001
H (0.525, 2.367, 0.995)  0.003
C (4.657, -2.118, -0.791)  0.001
C (4.008, -0.750, -0.964)  0.008
C (4.980, 0.323, -0.487)  -0.001
O (2.867, -0.715, -0.092)  -0.014
B (1.676, -0.623, -0.806)  0.094
O (1.975, -0.449, -2.162)  -0.011
C (3.403, -0.494, -2.397)  0.019
C (3.654, -1.619, -3.393)  -0.002
C (3.795, 0.836, -3.022)  0.002
H (4.970, -2.227, 0.247)  0.001
H (5.537, -2.232, -1.425)  0.000
H (3.956, -2.920, -1.015)  0.000
H (5.273, 0.093, 0.538)  0.001
H (4.523, 1.311, -0.492)  -0.001
H (5.883, 0.353, -1.099)  0.000
H (3.239, -2.560, -3.037)  0.001
H (4.718, -1.753, -3.593)  0.000
H (3.171, -1.370, -4.338)  0.000
H (3.520, 1.671, -2.379)  -0.001
H (3.265, 0.955, -3.968)  0.000
H (4.866, 0.887, -3.222)  0.000

Forces on atoms 1 to 6 (eV/Å):
0.4 0.2 0.0
0.0 0.0 0.0
-0.1 0.1 0.0
0.0 0.0 0.0
0.0 0.1 0.0
0.0 -0.1 0.0

The calculation puts the HOMO energy (spin up / spin down) at -0.2365 / -0.2849 Ha. The value obtained for the energy above the lowest of the compared OMol25 structures with the same formula, charge and spin is 0.0 kJ/mol. The LUMO energy (spin up / spin down) is 0.4 / 0.4 eV. Its expectation value of S² is 2.013. Its spin multiplicity is 3.